Record 1
Here is a cluster of 7 separate species, C49H52F7NO22 in total from OMol25. Energies are from the ωB97M-V functional and the def2-TZVPD basis.

CARTESIAN COORDINATES (ANGSTROEM)
F 0.5919 9.2188 14.5420
F 8.6288 7.9680 14.2807
F -1.8968 7.9616 5.6294
F 0.9109 7.6000 9.1278
F -2.7995 2.4432 3.2127
F 0.6397 -3.9538 1.0989
F 0.0588 1.4527 -4.2823
O 0.1904 7.1592 5.7512
O 2.0152 5.9080 5.1905
O -1.8883 -0.1126 -2.5483
O 8.7363 5.7584 11.6791
O -3.0218 4.4586 2.2619
O 1.3431 -7.0390 -6.3248
O -1.6589 4.8084 11.4336
O 0.3370 6.2681 3.6789
O 8.7408 7.9893 12.0441
O -3.9473 -2.1741 -10.9534
O -1.4300 -5.4440 -2.7514
O -1.9300 -6.7454 3.4048
O -2.4967 6.2527 0.9523
O -1.5198 4.2168 0.5899
O 4.5039 7.1651 14.1031
O 9.0835 7.1936 9.9325
O -1.9938 -6.1254 1.2042
O -0.0498 6.1711 10.5598
O -0.3210 -5.3827 2.5309
O 2.8257 7.5253 12.5915
O -1.7227 5.4284 9.2331
O 2.6791 8.4164 14.6638
N 4.0279 -0.8310 -4.0325
C 0.6702 2.8261 -1.7427
C 2.7214 -1.5866 -3.9288
C -2.3571 5.0770 1.2458
C 1.6915 -5.8431 -4.0118
C -2.8003 -1.9843 -4.1730
C -1.4556 -6.1340 2.4619
C -5.0152 -3.6944 -5.8479
C -1.1845 5.4198 10.4908
C 8.1564 7.3669 13.1657
C -6.1838 -4.4548 -6.7712
C 0.2848 -7.5313 -12.0682
C 1.4654 -4.2225 -3.9156
C -5.5478 -4.5600 -8.3085
C -1.3658 -4.3098 -3.4537
C 1.2745 1.2970 -1.9493
C -0.0716 -1.7773 -3.5590
C 0.2184 -8.0220 -4.2417
C 8.8740 6.9985 11.1182
C 0.6847 -6.6282 -5.0400
C -0.9381 6.8672 3.7936
C -3.9656 -2.6454 -9.5296
C 1.4294 -6.5954 -9.5375
C 1.2019 0.8443 -3.5558
C -1.5492 3.0022 1.3124
C 3.4267 7.6587 13.8131
C -0.7496 7.8136 4.9296
C -1.2312 -5.2049 0.4498
C -3.7919 -4.5337 -5.0787
C 1.5506 8.1244 12.7062
C 1.7391 9.0708 13.8422
C -0.6783 -8.5816 -11.2573
C -2.8581 3.0794 2.0212
C 1.2609 -0.8136 -3.6878
C -2.6845 -3.6513 -4.2442
C 0.0482 -3.4427 -3.6501
C 0.3614 -7.8175 -7.0964
C 1.3232 -6.5648 -11.2065
C -1.6105 -1.1632 -3.3317
C 0.0618 -5.1725 1.1907
C 2.8179 -3.2495 -4.0595
C 0.9380 6.4015 4.9005
C -5.1429 -2.0328 -5.7906
C 0.3329 6.3813 9.2195
C 8.6399 5.9599 13.0748
C -4.0335 -1.1627 -4.9466
C -0.9601 6.3489 8.4787
C -0.5637 -8.6113 -9.6222
C 0.4627 -7.6416 -8.7259
C -5.4822 -3.1219 -9.0930
H 0.8769 3.2661 -0.6664
H 4.8491 -1.4523 -4.2011
H 1.2367 3.5205 -2.5028
H -1.4735 -9.3094 -11.7494
H 2.3939 1.3464 -1.5497
H 1.0447 5.6070 8.9141
H 1.2730 8.6357 11.7806
H 2.1616 -5.8781 -8.9541
H 3.9844 -0.0243 -4.6929
H -3.2588 -1.4408 -11.0014
H -4.4366 -4.9560 -8.1505
H -1.4676 7.3193 8.4697
H -1.1112 -5.5475 -0.5815
H -1.2622 -9.3791 -9.0338
H 2.1265 10.0524 13.5491
H -6.1478 -3.2111 -10.0776
H -1.7388 -4.2345 0.4409
H 0.1947 -7.5258 -13.2471
H -0.8401 6.0063 7.4474
H 3.8815 -3.7336 -4.2457
H -0.7722 -7.5751 -6.8110
H 0.8043 7.3515 12.9181
H 0.7736 -5.9469 0.8853
H -1.4913 2.1435 0.6381
H -4.1373 0.0032 -4.9537
H -3.5836 -1.7294 -8.8752
H -7.1748 -3.8021 -6.8563
H 7.0672 7.4711 13.1187
H -3.7201 -5.7073 -5.1458
H 0.5981 -8.9648 -6.8661
H 1.0518 -8.8291 -4.4560
H -1.6845 6.0943 4.0055
H 2.7934 -5.9993 -4.4411
H 0.1937 -7.8778 -3.0673
H 1.7219 -6.2989 -2.9182
H -3.7065 2.7039 1.4392
H -0.8301 -8.4111 -4.6271
H 0.7355 0.5027 -1.2454
H 9.6260 5.8205 13.5305
H -0.3622 8.7952 4.6365
H 2.2101 1.2296 -4.0370
H -0.6968 2.9678 1.9992
H -6.0026 -1.4512 -6.3735
H -5.9391 -2.2443 -8.4573
H -6.1108 -5.3515 -8.9708
H -6.4878 -5.5061 -6.3429
H -0.2688 -6.0248 -5.3611
H -1.2157 7.3785 2.8680
H -0.4876 2.9068 -1.9634
H 1.9704 -5.8125 -11.8699
H -3.1535 -3.4859 -9.4679
H 7.9414 5.2500 13.5260

**E_tot**: -117182.027 eV
**SMILES string**: CC[C@H](F)c1c(N)cc(C[C@H](C)OCc2ccccc2)c2c1C(=O)c1ccc(CCCCO)cc1C2=O.O=C1OC[C@@H](F)O1.O=C1OC[C@@H](F)O1.O=C1OC[C@@H](F)O1.O=C1OC[C@@H](F)O1.O=C1OC[C@@H](F)O1.O=C1OC[C@@H](F)O1
**Strongest force on any atom**: 0.1620 Eh/bohr
**Multiplicity**: 1
**HOMO-LUMO gap**: 0.2443 Ha
**HOMO level**: -8.6 eV

Record 2
Here is a structure of composition H10N3O14Zn from OMol25. Energies are from the ωB97M-V functional and the def2-TZVPD basis.

CARTESIAN COORDINATES (ANGSTROEM)
Zn 0.5128 1.8108 1.9181
O 0.2059 0.5601 -1.4523
O -1.4844 3.7271 -0.9291
O -2.1503 0.6130 4.3907
O 0.2349 -1.4199 -0.5797
O -0.1419 3.2023 0.6742
O 0.6017 4.2816 -1.0378
O 0.8351 0.2807 0.5921
O 0.9936 -2.4914 2.1519
O -2.5950 -1.5228 -1.7851
O 0.5597 -4.3443 -1.4788
O -1.2184 1.1641 2.5077
O 0.2158 -0.4054 -4.1819
O -2.2293 -0.7321 2.7084
O 2.3262 2.6286 1.7401
N 0.4416 -0.2025 -0.5178
N -0.3559 3.7539 -0.4705
N -1.8762 0.3166 3.2271
H 0.6694 -3.3832 -1.4821
H 0.6170 -1.7996 1.5901
H 1.8986 -2.2092 2.3081
H 2.6667 3.3244 1.1612
H 0.2050 -1.3641 -4.2439
H 0.1456 -0.2185 -3.2276
H -2.3080 -2.2678 -2.3189
H -0.0304 -4.5262 -2.2156
H -1.7748 -1.1763 -1.4033
H 3.0348 2.4003 2.3547

**E_tot**: -81708.088 eV
**Strongest force on any atom**: 0.0516 Eh/bohr
**Total charge**: -1
**Multiplicity**: 1
**HOMO-LUMO gap**: 0.2809 Ha
**Energy above the lowest of the compared OMol25 structures with the same formula, charge and spin**: 0.00 kcal per mole
**HOMO level**: -6.7 eV

Record 3
Here is a cluster of 4 separate species, C24H57N in total from OMol25. Energies are from the ωB97M-V functional and the def2-TZVPD basis.

CARTESIAN COORDINATES (ANGSTROEM)
N 10.5510 24.7651 68.7435
C 10.6958 23.6137 70.9881
C 9.3601 23.9760 68.2408
C 13.4421 20.7095 71.1600
C 15.9601 26.3004 69.8377
C 10.5623 24.9936 70.1719
C 15.9392 26.8515 67.2795
C 15.5229 25.9423 68.4613
C 7.9305 24.8209 68.3446
C 12.0629 27.5984 73.5832
C 15.3331 20.2303 68.4622
C 15.5431 25.2638 70.8907
C 14.5459 24.6037 74.6919
C 14.7090 23.9925 76.1163
C 11.8561 24.5069 66.5886
C 13.9113 20.9385 68.4845
C 13.3603 20.0723 73.5689
C 13.4732 25.7391 74.6776
C 12.8492 20.4931 69.7214
C 15.5172 24.7529 77.1060
C 12.5844 20.2605 72.2256
C 11.6531 23.9996 68.0493
C 15.6645 27.2192 64.6744
C 15.3669 26.2950 65.9725
C 13.1703 26.5690 73.4495
H 16.8188 27.0942 64.5252
H 9.8070 25.6404 70.4079
H 14.4711 20.1403 71.4203
H 13.7742 23.6999 76.4027
H 11.4350 25.6669 70.1072
H 7.6662 25.0563 69.3929
H 12.7664 19.7099 74.3793
H 13.6795 26.4487 75.3909
H 11.3574 23.0226 70.8346
H 11.1319 27.0662 74.0827
H 15.3241 19.0664 68.5148
H 11.1914 24.1159 65.7571
H 8.0754 25.9664 67.9538
H 14.5729 25.9613 68.2494
H 11.5714 27.9827 72.6091
H 11.7000 21.0630 72.3028
H 13.7053 21.6544 71.3257
H 14.5234 25.2396 70.8444
H 11.6837 22.9083 67.8077
H 15.8000 24.0358 77.9503
H 16.9131 26.9444 67.2078
H 12.1619 21.1143 69.7715
H 12.8775 25.6768 72.7328
H 9.3909 23.8245 67.1505
H 14.4401 25.9343 66.3014
H 15.7779 27.2795 70.2035
H 6.8976 24.1636 67.9628
H 13.7534 21.0696 74.0525
H 14.1932 23.6744 73.9368
H 12.5634 19.5006 69.6900
H 16.0472 24.2976 70.7797
H 15.1208 22.8839 75.9140
H 15.1985 28.3060 65.1053
H 14.9830 25.4770 77.4672
H 11.9560 25.7347 66.3867
H 12.2629 28.1793 74.4992
H 9.3944 23.0524 68.7357
H 12.5314 25.5545 75.1831
H 14.2147 19.4331 73.4529
H 15.3454 26.6351 63.7242
H 14.1722 21.9377 68.4644
H 17.0323 26.6626 69.6749
H 15.1799 25.1249 74.2369
H 12.7175 24.2030 68.4452
H 14.0493 27.0161 73.0347
H 15.3502 27.8125 67.2097
H 15.9135 24.9378 68.3813
H 13.7311 20.5352 67.4647
H 16.0648 20.4817 69.2238
H 9.9118 23.1054 70.5950
H 11.9425 19.3358 72.2234
H 15.7649 25.2279 65.8783
H 16.0277 25.5751 71.9497
H 16.3293 25.0344 76.5889
H 10.5104 23.7305 72.0609
H 16.0696 20.4017 67.6572
H 12.7014 24.2190 66.1068

**E_tot**: -27288.669 eV
**SMILES string**: CCN(CC)CC.CCCCCC.CCCCCC.CCCCCC
**Strongest force on any atom**: 0.2433 Eh/bohr
**Multiplicity**: 1
**HOMO-LUMO gap**: 0.3442 Ha
**Energy above the lowest of the compared OMol25 structures with the same formula, charge and spin**: 133.42 kcal per mole
**HOMO level**: -8.5 eV

Q: Which of these has the highest HOMO-LUMO gap?
A: C24H57N

Copy entry 2 word for word.
Here is a structure of composition H10N3O14Zn from OMol25. Energies are from the ωB97M-V functional and the def2-TZVPD basis.

CARTESIAN COORDINATES (ANGSTROEM)
Zn 0.5128 1.8108 1.9181
O 0.2059 0.5601 -1.4523
O -1.4844 3.7271 -0.9291
O -2.1503 0.6130 4.3907
O 0.2349 -1.4199 -0.5797
O -0.1419 3.2023 0.6742
O 0.6017 4.2816 -1.0378
O 0.8351 0.2807 0.5921
O 0.9936 -2.4914 2.1519
O -2.5950 -1.5228 -1.7851
O 0.5597 -4.3443 -1.4788
O -1.2184 1.1641 2.5077
O 0.2158 -0.4054 -4.1819
O -2.2293 -0.7321 2.7084
O 2.3262 2.6286 1.7401
N 0.4416 -0.2025 -0.5178
N -0.3559 3.7539 -0.4705
N -1.8762 0.3166 3.2271
H 0.6694 -3.3832 -1.4821
H 0.6170 -1.7996 1.5901
H 1.8986 -2.2092 2.3081
H 2.6667 3.3244 1.1612
H 0.2050 -1.3641 -4.2439
H 0.1456 -0.2185 -3.2276
H -2.3080 -2.2678 -2.3189
H -0.0304 -4.5262 -2.2156
H -1.7748 -1.1763 -1.4033
H 3.0348 2.4003 2.3547

**E_tot**: -81708.088 eV
**Strongest force on any atom**: 0.0516 Eh/bohr
**Total charge**: -1
**Multiplicity**: 1
**HOMO-LUMO gap**: 0.2809 Ha
**Energy above the lowest of the compared OMol25 structures with the same formula, charge and spin**: 0.00 kcal per mole
**HOMO level**: -6.7 eV

Q: multiplicity of number 2 (H10N3O14Zn)?
A: 1